Formula: C4H11N4O
Source: OMol25
Level of theory: ωB97M-V with the def2-TZVPD basis set

Structure (ORCA input):
```
! RIJCOSX wB97M-V def2-TZVPD def2/J DEFGRID3
* xyz 1 1
C -4.0069 0.6513 -0.2450
C -2.6809 0.6799 -0.2274
C -1.8991 -0.5685 -0.1231
C 0.5719 -1.7029 -0.0825
N 1.8076 -1.3611 -0.1238
N -0.0793 -2.8137 -0.0709
N -0.5683 -0.3530 -0.0443
N 2.7369 1.0870 0.0789
O -2.3906 -1.6875 -0.0824
H -4.5958 1.5485 -0.3277
H -4.5318 -0.2865 -0.1764
H -2.1269 1.6050 -0.2905
H 2.1669 -0.3295 -0.0557
H 2.5033 -2.0950 -0.1599
H 0.3848 -3.7132 -0.0605
H -1.1330 -2.7155 -0.0665
H -0.1309 0.5373 -0.1993
H 3.7233 0.9977 0.3021
H 2.3056 1.6258 0.8221
H 2.6671 1.6247 -0.7794
*
```

Values from the calculation:
highest occupied orbital energy	-13.72	eV
energy relative to the best compared isomer or geometry (same formula, charge and spin)	0.244	eV
gap between HOMO and LUMO	10.72	eV
E	-12327.7315	eV



Formula: C4H11N5
Source: OMol25
Level of theory: ωB97M-V with the def2-TZVPD basis set

Structure (ORCA input):
```
! RIJCOSX wB97M-V def2-TZVPD def2/J DEFGRID3
* xyz 0 1
H -0.0501 -1.9859 1.4496
N 0.6008 -1.3659 1.9418
C 0.3457 -0.1627 1.5442
N 1.0222 0.8792 2.0938
N -0.6163 0.2064 0.6169
N -1.7099 0.9296 1.1689
C -0.6308 -0.1264 -0.7431
C -1.6634 0.1039 -1.5791
C 0.6330 -0.7547 -1.3227
N 1.6674 0.2526 -1.5655
H 1.8744 0.5409 2.5276
H 1.2209 1.5828 1.3884
H -1.3834 1.3624 2.0388
H -2.4114 0.2503 1.4652
H -1.6118 -0.1457 -2.6330
H -2.5761 0.5788 -1.2349
H 0.4140 -1.2690 -2.2663
H 1.0278 -1.5269 -0.6557
H 1.3467 0.8649 -2.3151
H 2.5002 -0.2145 -1.9198
*
```

Values from the calculation:
highest occupied orbital energy	-8.04	eV
energy relative to the best compared isomer or geometry (same formula, charge and spin)	1.245	eV
structure (SMILES)	[H]/N=C(/N)N(N)C(=C)CN
gap between HOMO and LUMO	8.98	eV
E	-11775.3050	eV



Formula: C4H11N6
Source: OMol25
Level of theory: ωB97M-V with the def2-TZVPD basis set

Structure (ORCA input):
```
! RIJCOSX wB97M-V def2-TZVPD def2/J DEFGRID3
* xyz 1 1
H -2.6059 2.2723 -0.1128
N -2.7379 1.2189 -0.1232
C -1.5673 0.7737 0.0383
C -0.2572 1.3612 0.2718
N 0.7997 0.5327 -0.3604
N 2.0647 1.0129 -0.4127
C 0.8777 -0.8148 0.3842
N 1.7328 -1.7007 -0.1871
N -0.4549 -1.3752 0.2054
C -1.5386 -0.7125 -0.0093
N -2.6054 -1.3612 -0.3647
H -0.2708 2.3314 -0.2367
H -0.0755 1.6182 1.2986
H 2.4251 1.2479 0.6278
H 1.9629 1.8284 -1.0401
H 1.1774 -0.6881 1.4633
H 1.5850 -1.7072 -1.1970
H 2.7649 -1.4253 0.0583
H -0.3159 -2.2928 -0.1455
H -3.4229 -0.7095 -0.6779
H -2.6698 -2.3789 -0.6056
*
```

Values from the calculation:
highest occupied orbital energy	-13.01	eV
energy relative to the best compared isomer or geometry (same formula, charge and spin)	1.523	eV
structure (SMILES)	[H]/N=C1\CN(N)[C@H](N)NC1=[NH2+]
gap between HOMO and LUMO	8.59	eV
E	-13258.9555	eV



Formula: C4H11N6O
Source: OMol25
Level of theory: ωB97M-V with the def2-TZVPD basis set

Structure (ORCA input):
```
! RIJCOSX wB97M-V def2-TZVPD def2/J DEFGRID3
* xyz 1 1
C 0.1100 -2.2621 -0.4270
C -0.3318 -0.0838 0.0279
C -1.0607 -0.4257 -1.1098
C -0.3727 0.8971 0.9785
N 0.4360 -1.1904 0.3213
N -0.7923 -1.7372 -1.3861
N 2.3965 0.3878 -0.0926
N -1.5416 1.4656 1.1837
N 0.6747 0.9839 1.8303
N -1.9806 0.4249 -1.7294
O 0.5079 -3.3781 -0.2884
H 0.9465 -1.1078 1.1546
H -1.2857 -2.4551 -2.0371
H 3.1942 0.1261 0.5632
H 2.1342 -0.4011 -0.7219
H -1.6271 1.9727 2.0778
H -2.3457 1.5316 0.5365
H 0.6299 1.4337 2.7799
H 1.5011 1.0636 1.1681
H 2.8953 1.1355 -0.6124
H -2.4251 0.1879 -2.6435
H -1.6633 1.4311 -1.5736
*
```

Values from the calculation:
highest occupied orbital energy	-11.62	eV
energy relative to the best compared isomer or geometry (same formula, charge and spin)	1.300	eV
gap between HOMO and LUMO	8.05	eV
E	-15308.3989	eV



Formula: C4H11N6O3
Source: OMol25
Level of theory: ωB97M-V with the def2-TZVPD basis set

Structure (ORCA input):
```
! RIJCOSX wB97M-V def2-TZVPD def2/J DEFGRID3
* xyz 1 1
C 2.1716 1.0519 -0.4849
C -2.2600 0.4891 -0.5714
C 0.0873 -0.0880 -0.4451
C 1.1197 -0.7195 0.6139
N 0.7704 1.1371 -0.8490
N 2.2866 -0.0379 0.3464
N -3.2747 1.0289 0.1100
N 1.0147 -1.9546 1.0406
N -1.1837 0.2670 0.1561
N -0.0373 -1.1326 -1.4905
O 3.0675 1.7540 -0.8023
O -2.4184 0.2630 -1.8614
O 0.5229 0.2928 2.2513
H 0.6388 1.6025 -1.7373
H 3.2030 -0.1108 0.7489
H -3.0648 1.4351 1.0681
H -4.1252 1.4006 -0.3237
H 1.7668 -2.5254 1.4198
H 0.0492 -2.2165 1.2287
H -0.3401 0.6724 2.0826
H -0.6089 -1.9272 -1.2384
H 0.8386 -1.3950 -1.7175
H -1.5585 -0.1299 -2.0162
H 1.3344 0.8430 2.4714
*
```

Values from the calculation:
highest occupied orbital energy	-12.95	eV
energy relative to the best compared isomer or geometry (same formula, charge and spin)	0.321	eV
gap between HOMO and LUMO	9.80	eV
E	-19403.5740	eV



Formula: C4H11NO
Source: OMol25
Level of theory: ωB97M-V with the def2-TZVPD basis set

Structure (ORCA input):
```
! RIJCOSX wB97M-V def2-TZVPD def2/J DEFGRID3
* xyz -1 2
N -0.8195 1.0563 2.3173
C -0.3592 -0.2906 1.7073
C 0.5757 0.1502 0.4595
C 0.1929 1.5826 0.1964
C -0.1861 2.1226 1.5512
H -1.0042 1.2959 3.2775
H 0.2324 -0.7237 2.3477
H -1.2637 -0.8810 1.4713
H 1.6059 0.0774 0.7227
H 0.4902 -0.5142 -0.4656
H 1.0320 2.2508 -0.4552
H -0.8432 1.7461 -0.2800
H 0.6422 2.5311 2.1649
H -0.9381 2.8895 1.3302
H -0.4026 -3.9135 -5.6529
H 0.7453 -4.7671 -4.9267
O 0.2999 -4.6124 -5.7657
*
```

Values from the calculation:
highest occupied orbital energy (alpha / beta)	1.32 / -5.64	eV
energy relative to the best compared isomer or geometry (same formula, charge and spin)	1.680	eV
gap between HOMO and LUMO (alpha / beta)	2.05 / 8.99	eV
E	-7860.8337	eV



Formula: C4H11NO
Source: OMol25
Level of theory: ωB97M-V with the def2-TZVPD basis set

Structure (ORCA input):
```
! RIJCOSX wB97M-V def2-TZVPD def2/J DEFGRID3
* xyz -1 2
C 1.7414 -0.7948 -0.2642
C 0.5237 -0.0507 0.2268
C -0.2714 -0.5449 1.1758
C -0.3380 2.2796 0.2366
N 0.2993 1.1584 -0.4011
H 2.6207 -0.3856 0.2587
H 1.8988 -0.6369 -1.3245
H 1.6536 -1.8336 0.0452
H 0.0134 -1.4690 1.6643
H -1.2381 -0.1243 1.4334
H -1.2473 1.9653 0.7383
H -0.6318 2.9981 -0.5401
H 0.3214 2.7841 0.9621
H 0.8864 1.3496 -1.1948
H -2.5027 -2.7186 -1.4545
H -1.3822 -1.9368 -0.7746
O -2.3470 -2.0398 -0.7875
*
```

Values from the calculation:
highest occupied orbital energy (alpha / beta)	1.26 / -4.33	eV
energy relative to the best compared isomer or geometry (same formula, charge and spin)	0.509	eV
gap between HOMO and LUMO (alpha / beta)	2.77 / 8.28	eV
E	-7862.0051	eV



Formula: C4H11NO
Source: OMol25
Level of theory: ωB97M-V with the def2-TZVPD basis set

Structure (ORCA input):
```
! RIJCOSX wB97M-V def2-TZVPD def2/J DEFGRID3
* xyz 0 1
C -0.3807 -1.6087 -1.6250
C 0.1048 -0.5535 -0.5791
O 1.2645 0.2441 -1.1688
C -0.8774 0.4529 -0.0083
C -0.3218 1.3489 1.1074
N 0.0151 0.4451 2.3700
H -0.6391 -1.4393 -2.6077
H 0.4825 -2.2305 -1.6239
H -1.0328 -2.3289 -1.1006
H 0.6019 -1.0612 0.3132
H 1.8106 -0.4359 -1.5814
H -1.7226 -0.2487 0.1978
H -1.1265 1.0122 -0.8983
H -1.0380 2.1517 1.3620
H 0.8755 1.8409 1.1796
H 0.9522 0.1836 2.0616
H -0.5343 -0.3502 2.0880
*
```

Values from the calculation:
highest occupied orbital energy	-9.76	eV
energy relative to the best compared isomer or geometry (same formula, charge and spin)	2.931	eV
structure (SMILES)	C[C@@H](O)CCN
gap between HOMO and LUMO	10.59	eV
E	-7861.6226	eV



Formula: C4H11NO
Source: OMol25
Level of theory: ωB97M-V with the def2-TZVPD basis set

Structure (ORCA input):
```
! RIJCOSX wB97M-V def2-TZVPD def2/J DEFGRID3
* xyz 0 1
C -1.3158 1.9967 -0.9328
C -1.8232 0.4044 -0.6324
O -0.6935 -0.3321 0.0952
C 0.4321 -0.1641 0.9681
N 1.2218 -1.4516 1.2578
C 2.0752 -1.5397 0.1345
H -0.8181 2.2173 -2.0589
H -2.1596 2.6115 -0.9533
H -0.3117 2.1621 -0.2988
H -2.3318 -0.2307 -1.4363
H -2.6606 0.3690 0.0983
H 1.1676 0.5834 0.5036
H -0.0748 0.2524 2.0810
H 0.4992 -2.2585 1.5108
H 2.9103 -0.8645 0.6795
H 2.4015 -2.5351 -0.2368
H 1.4813 -1.2204 -0.7798
*
```

Values from the calculation:
highest occupied orbital energy	-8.86	eV
energy relative to the best compared isomer or geometry (same formula, charge and spin)	5.654	eV
structure (SMILES)	CCOCNC
gap between HOMO and LUMO	9.87	eV
E	-7858.8992	eV



Formula: C4H11NO
Source: OMol25
Level of theory: ωB97M-V with the def2-TZVPD basis set

Structure (ORCA input):
```
! RIJCOSX wB97M-V def2-TZVPD def2/J DEFGRID3
* xyz 0 1
C 0.7874 -0.3294 0.5123
C -0.0856 -0.0370 -0.4601
N 0.0430 1.1519 -1.1838
C -1.2399 -0.9408 -0.8601
C -0.9602 -2.4254 -0.5726
H 0.6795 -1.1942 1.1449
H 1.6038 0.3657 0.6670
H -0.7605 1.5794 -1.6141
H 0.9192 1.6606 -1.1550
H -1.4322 -0.7693 -1.9141
H -2.0493 -0.6526 -0.1848
H 0.0785 -2.6676 -0.8045
H -1.1162 -2.6842 0.4685
H -1.5764 -3.0408 -1.2263
O 2.0426 3.2501 2.1927
H 1.1223 3.0663 1.9377
H 1.9440 3.6674 3.0523
*
```

Values from the calculation:
highest occupied orbital energy	-7.90	eV
energy relative to the best compared isomer or geometry (same formula, charge and spin)	1.251	eV
structure (SMILES)	C=C(N)CC.O
gap between HOMO and LUMO	8.79	eV
E	-7863.3022	eV